C30H34N7O2S5Ti as an isolated structure, computed with the ωB97M-V functional and the def2-TZVPD basis.

Output
Total charge: +1
Energy relative to the best compared isomer or geometry (same formula, charge and spin): 0.0000 eV
Frontier orbital gap: 6.037 eV
Maximum force: 0.005 Eh/bohr
Electronic energy: -123479.8904 eV

Geometry as XYZ:
```
79
Properties=species:S:1:pos:R:3:lowdin_charge:R:1
Ti 0.0768 -0.4311 2.3475 0.311
S 1.2160 1.6475 1.1152 0.774
C 0.2861 2.0928 -0.2077 -0.605
N 0.8087 2.4828 -1.3535 -0.077
C -0.0505 2.6952 -2.5219 -0.082
C -1.2980 3.4150 -2.0968 -0.088
N -1.9337 2.6811 -1.0064 -0.092
C -3.4016 2.6714 -1.0241 -0.107
C -3.9129 1.7887 -2.1371 -0.219
C -4.7965 2.2953 -3.0808 -0.044
C -5.2693 1.4853 -4.1057 -0.071
C -4.8513 0.1671 -4.1933 -0.075
C -3.9638 -0.3428 -3.2529 -0.064
C -3.4963 0.4617 -2.2267 -0.029
C -1.2217 2.0335 -0.0978 -0.624
S -1.8786 1.1428 1.1415 0.832
C 2.2568 2.4886 -1.6267 -0.102
C 2.6069 1.3712 -2.5759 -0.220
C 3.1144 1.6441 -3.8392 -0.044
C 3.4130 0.6038 -4.7102 -0.071
C 3.1956 -0.7082 -4.3183 -0.065
C 2.6870 -0.9845 -3.0543 -0.043
C 2.3953 0.0519 -2.1835 -0.012
H -0.2886 1.7301 -2.9761 0.152
H 0.5064 3.2833 -3.2482 0.140
H -2.0027 3.4501 -2.9264 0.138
H -1.0806 4.4386 -1.7783 0.146
H -3.7345 3.7005 -1.1725 0.135
H -3.7503 2.3365 -0.0507 0.089
H -5.1234 3.3270 -3.0140 0.114
H -5.9602 1.8870 -4.8347 0.108
H -5.2172 -0.4652 -4.9913 0.108
H -3.6414 -1.3740 -3.3147 0.108
H -2.8157 0.0502 -1.4882 0.089
H 2.7779 2.3925 -0.6796 0.085
H 2.5009 3.4590 -2.0618 0.134
H 3.2858 2.6709 -4.1436 0.113
H 3.8131 0.8200 -5.6918 0.108
H 3.4258 -1.5192 -4.9968 0.109
H 2.5225 -2.0073 -2.7427 0.085
H 2.0109 -0.1646 -1.1911 0.087
N -0.7760 0.9557 3.9670 -0.068
C -2.1210 0.5496 4.4196 -0.133
C -2.4617 -0.7977 3.8084 -0.679
O -3.2726 -1.5410 4.3288 0.064
O -1.8213 -1.0632 2.7119 -0.403
H -0.1346 0.9436 4.7493 0.076
H -0.7849 1.8933 3.5803 0.069
H -2.8726 1.2711 4.0994 0.128
H -2.1707 0.4697 5.5026 0.134
S -0.5967 -1.6278 0.3859 0.723
C 0.6777 -2.6007 -0.2926 -0.682
C 0.4456 -3.4825 -1.3526 -0.116
C 1.4642 -4.3022 -1.8015 -0.101
C 2.7273 -4.2397 -1.2109 -0.099
C 2.9674 -3.3597 -0.1719 -0.112
C 1.9365 -2.5388 0.2972 -0.699
S 2.1605 -1.4552 1.6400 0.676
H -0.5383 -3.5280 -1.8029 0.104
H 1.2790 -4.9935 -2.6132 0.106
H 3.5242 -4.8805 -1.5650 0.107
H 3.9460 -3.3063 0.2891 0.108
N 3.2547 1.8356 4.7932 0.083
C 3.7451 0.5727 5.0237 -0.052
C 2.9211 -0.2679 4.3514 -0.206
N 1.9373 0.4581 3.7025 -0.134
C 2.1799 1.7230 3.9982 -0.244
H 3.6381 2.6987 5.1389 0.164
H 4.6101 0.3916 5.6351 0.123
H 2.9592 -1.3392 4.2876 0.058
H 1.6254 2.5747 3.6424 0.104
N 0.5182 -4.1573 2.8512 0.137
C -0.3221 -3.4254 3.5772 -0.790
N -1.5734 -3.8045 3.7333 0.170
S 0.2977 -2.0139 4.3816 0.745
H 0.1880 -4.8904 2.2431 0.130
H 1.4222 -3.7525 2.6511 0.062
H -1.9353 -4.5934 3.2199 0.134
H -2.2552 -3.1445 4.1117 0.080
```

=====

C30H34N7O3SW as an isolated structure, computed with the ωB97M-V functional and the def2-TZVPD basis.

Output
Total charge: +3
Energy relative to the best compared isomer or geometry (same formula, charge and spin): 0.1708 eV
Frontier orbital gap (alpha / beta): 7.545 / 6.614 eV
Maximum force: 0.009 Eh/bohr
2S+1: 3
Electronic energy: -60868.6561 eV

Geometry as XYZ:
```
76
Properties=species:S:1:pos:R:3:mulliken_spin:R:1
W -0.8346 0.1415 -0.0571 1.640
N 0.1437 2.2098 0.3566 0.019
N -0.2322 3.3340 -0.4086 0.005
C -0.7654 3.1325 -1.6311 0.011
N -0.9266 4.1709 -2.4261 0.009
S -1.2523 1.5682 -2.1270 0.000
H 0.0432 2.4392 1.3424 0.005
H 1.1338 1.9929 0.2041 0.001
H 0.2109 4.2147 -0.1771 -0.001
H -0.6425 5.1085 -2.1793 0.000
H -1.3682 4.0481 -3.3256 0.001
O -8.5694 0.4013 0.2145 0.000
N -7.7054 0.0437 -0.5410 0.000
O -7.8707 -0.4106 -1.6530 -0.001
C -6.2973 0.2045 -0.0758 -0.001
C -6.1316 0.9027 1.0622 0.000
C -4.8212 1.1554 1.5892 -0.006
C -4.5900 1.8476 2.7906 0.031
C -3.2963 2.0014 3.2260 -0.015
C -2.2478 1.4918 2.4584 0.046
N -2.4376 0.8688 1.2951 -0.023
C -3.7202 0.6835 0.8843 -0.019
C -3.9049 -0.0849 -0.3037 0.068
N -2.7638 -0.5501 -0.8723 -0.006
C -2.8553 -1.2914 -1.9743 0.014
C -4.0783 -1.6121 -2.5481 -0.002
C -5.2425 -1.1524 -1.9778 0.016
C -5.1806 -0.3524 -0.8157 -0.011
H -7.0041 1.2784 1.5808 0.000
H -5.4244 2.2318 3.3639 0.000
H -3.0738 2.4992 4.1589 0.000
H -1.2301 1.5544 2.8183 0.015
H -1.9286 -1.6397 -2.4143 -0.025
H -4.1066 -2.2234 -3.4387 0.001
H -6.1961 -1.4001 -2.4140 -0.001
N -0.5690 -3.1761 0.1341 0.065
C -0.6904 -2.0381 0.0449 -0.013
H -0.4626 -4.1652 0.2943 -0.003
C 3.0720 -0.0565 3.7067 0.007
C 1.6010 -0.4083 3.9775 0.016
C 1.0165 0.5341 5.0411 0.012
C 1.4840 -1.8682 4.4465 0.007
C 0.8420 -0.2560 2.7301 0.032
C 0.2142 -0.1305 1.6918 0.115
H 3.6397 -0.1717 4.6297 0.001
H 3.1768 0.9762 3.3701 -0.001
H 3.5028 -0.7194 2.9558 -0.001
H 1.5705 0.4130 5.9712 0.001
H -0.0304 0.3004 5.2403 0.000
H 1.0999 1.5780 4.7326 -0.001
H 2.0453 -1.9886 5.3728 0.001
H 1.8996 -2.5515 3.7059 -0.001
H 0.4460 -2.1390 4.6386 -0.001
C 7.0002 -1.3217 -3.4002 0.000
C 5.5771 -1.1687 -2.9859 0.010
C 5.2286 -0.3482 -1.9050 0.003
C 3.9239 -0.1783 -1.5107 0.000
C 3.6442 0.7311 -0.3464 0.001
C 2.8963 -0.8731 -2.2326 0.012
C 1.5423 -0.7981 -1.8943 -0.019
O 1.0479 -0.0802 -0.9651 -0.025
C 3.2449 -1.7151 -3.3444 0.009
C 2.2171 -2.4635 -4.1520 0.001
C 4.5682 -1.8373 -3.6874 0.001
H 7.6891 -0.8961 -2.6753 0.000
H 7.1576 -0.8194 -4.3587 0.002
H 7.2470 -2.3721 -3.5585 0.001
H 6.0156 0.1624 -1.3647 0.000
H 4.5812 1.0639 0.0942 0.000
H 3.0500 0.2376 0.4240 0.000
H 3.1072 1.6180 -0.6964 0.000
H 0.8533 -1.4145 -2.4760 0.003
H 1.4907 -1.7933 -4.6142 0.000
H 1.6800 -3.1931 -3.5422 0.000
H 2.7034 -3.0123 -4.9539 0.000
H 4.8431 -2.4686 -4.5230 0.000
```

=====

C30H35AsGeN5O7Ru as an isolated structure, computed with the ωB97M-V functional and the def2-TZVPD basis.

Output
Total charge: 0
Energy relative to the best compared isomer or geometry (same formula, charge and spin): 4.1927 eV
Frontier orbital gap (alpha / beta): 5.199 / 5.227 eV
Maximum force: 0.105 Eh/bohr
2S+1: 2
Electronic energy: -173385.5565 eV

Geometry as XYZ:
```
80
Properties=species:S:1:pos:R:3:mulliken_spin:R:1
Ru -0.2138 -0.6256 -0.5088 1.029
N 1.4869 -1.4766 -1.8841 0.012
C 2.3791 -2.4702 -1.2729 0.002
C 1.5311 -3.5350 -0.6001 -0.003
N 0.7500 -2.9116 0.4755 0.018
H 0.8874 -1.9432 -2.5605 -0.010
H 2.0270 -0.7621 -2.3524 -0.003
H 3.0059 -1.9646 -0.5326 0.001
H 3.0357 -2.9373 -2.0141 0.000
H 2.1717 -4.3444 -0.2382 0.001
H 0.8386 -3.9400 -1.3380 -0.001
H 1.3180 -2.8423 1.3131 0.002
H -0.0579 -3.4753 0.7072 -0.001
O -6.2924 -5.7861 -2.2965 0.001
N -6.0322 -5.0682 -1.3479 0.000
O -6.7575 -4.9117 -0.3817 0.001
C -4.7724 -4.3473 -1.3728 0.002
C -3.8629 -4.6007 -2.3862 -0.002
C -2.6578 -3.9314 -2.4231 0.001
C -2.3044 -2.9395 -1.4153 0.010
O -1.2458 -2.2848 -1.4711 0.024
C -3.2906 -2.7580 -0.3659 0.001
C -4.4991 -3.4379 -0.3753 -0.002
N -3.0963 -1.8536 0.6948 -0.015
O -4.0445 -1.5535 1.4060 -0.021
O -1.9830 -1.3559 0.9330 0.013
N -1.7841 -4.2898 -3.5195 0.000
O -0.6718 -3.8078 -3.6350 0.000
O -2.2156 -5.1054 -4.3183 0.001
H -4.0831 -5.3299 -3.1513 0.000
H -5.2134 -3.2478 0.4110 -0.001
C 0.5542 1.2024 -0.9363 0.018
Ge 1.6389 1.8686 0.5128 -0.076
C 2.0617 3.7911 0.4964 0.018
C 2.8127 4.2750 1.5685 0.003
C 3.1878 5.6081 1.6270 0.001
C 2.8166 6.4746 0.6071 0.000
C 2.0728 6.0045 -0.4651 0.000
C 1.6963 4.6687 -0.5176 -0.005
C 0.6869 1.4708 2.1955 -0.021
C 0.1197 2.4780 2.9723 0.004
C -0.6567 2.1662 4.0805 0.008
C -0.8521 0.8414 4.4391 -0.004
C -0.2460 -0.1688 3.7094 0.011
C 0.5086 0.1467 2.5873 0.041
C 3.3944 0.9402 0.5194 0.004
C 4.2639 1.1487 -0.5500 0.003
C 5.5124 0.5451 -0.5817 0.000
C 5.9096 -0.2796 0.4626 0.000
C 5.0529 -0.4990 1.5310 0.001
C 3.8039 0.1097 1.5595 -0.001
H 0.6337 1.6076 -1.9426 -0.014
H 3.1070 3.5906 2.3585 0.000
H 3.7751 5.9692 2.4622 0.000
H 3.1131 7.5150 0.6483 0.000
H 1.7917 6.6793 -1.2642 0.000
H 1.1166 4.3045 -1.3597 -0.001
H 0.2874 3.5155 2.7017 0.000
H -1.1130 2.9587 4.6611 0.000
H -1.4801 0.5959 5.2863 0.000
H -0.3688 -1.2027 4.0059 0.000
H 1.0207 -0.6353 2.0368 -0.012
H 3.9608 1.8014 -1.3632 -0.002
H 6.1780 0.7144 -1.4193 0.000
H 6.8894 -0.7401 0.4494 0.000
H 5.3582 -1.1476 2.3435 0.000
H 3.1490 -0.0533 2.4089 0.003
C -3.0267 1.5900 0.7836 -0.008
As -1.9450 1.1267 -0.7687 -0.015
C -1.8773 2.9231 -1.5414 -0.010
C -3.2959 0.3771 -1.9885 -0.007
H -3.9669 2.0086 0.4204 -0.001
H -2.5036 2.3344 1.3804 0.001
H -3.2256 0.7184 1.3983 0.002
H -2.8913 3.3217 -1.5684 -0.001
H -1.4731 2.9000 -2.5524 0.000
H -1.2526 3.5682 -0.9248 0.001
H -3.9513 1.1713 -2.3470 -0.001
H -3.8968 -0.3675 -1.4675 0.000
H -2.8041 -0.1001 -2.8342 0.002
```